#P
A single C15H22N2O4 molecule. Source: the OMol25 dataset; level of theory: wB97M-V/def2-TZVPD.

Calculated values
Structure (SMILES): CC[C@H](C)[C@H](N)C(=O)N[C@@H](Cc1ccc(O)cc1)C(=O)O
Gap between HOMO and LUMO in eV: 9.44
Molecular weight in g/mol: 294.35

Last column: Löwdin charge in e.
Element x y z (Å)
1 C 5.5177 -1.8123 -0.8681  -0.05
2 C 4.2121 -1.3332 0.0862  -0.19
3 C 2.9060 -1.7787 -0.2743  -0.34
4 C 2.3742 -1.6795 -1.7936  -0.04
5 C 1.8885 -1.1405 0.7069  -0.25
6 N 0.4916 -1.5643 0.2734  0.07
7 C 2.1214 0.2731 1.0760  -0.46
8 O 2.8189 0.6225 1.9521  0.14
9 N 1.5393 1.3118 0.2561  0.10
10 C 0.1009 1.3800 -0.0412  -0.25
11 C -0.9460 0.9904 0.9648  -0.09
12 C -2.3117 0.3394 0.4580  -0.19
13 C -2.8374 -0.6672 1.2840  -0.06
14 C -4.0020 -1.3691 0.9703  0.01
15 C -4.6496 -1.1417 -0.3392  -0.25
16 O -5.8189 -1.8798 -0.5363  0.04
17 C -3.9630 -0.3489 -1.2558  -0.01
18 C -2.8833 0.4650 -0.8118  -0.02
19 C 0.1513 2.8638 -0.5183  -0.39
20 O -0.7945 3.6576 -0.4782  0.07
21 O 1.4026 3.4221 -0.6970  0.05
22 H 5.5518 -2.9482 -0.9204  0.08
23 H 6.4666 -1.5014 -0.6040  0.01
24 H 5.3581 -1.4577 -1.9256  0.07
25 H 4.3598 -0.3204 0.0557  0.07
26 H 4.4844 -1.6022 1.1193  0.12
27 H 2.5943 -2.8001 -0.1848  0.12
28 H 1.4332 -2.1961 -1.6974  0.04
29 H 2.2254 -0.6215 -2.0814  0.08
30 H 2.9035 -2.2214 -2.5573  0.06
31 H 2.0379 -1.6846 1.7094  0.17
32 H 0.3607 -2.3532 0.8963  0.08
33 H -0.3069 -0.9495 0.4879  0.03
34 H 1.8051 2.1687 0.7220  0.12
35 H -0.0635 0.6765 -0.9147  0.16
36 H -0.3464 0.3490 1.6402  0.12
37 H -1.2968 2.0388 1.1512  0.14
38 H -2.4103 -1.0674 2.1352  0.09
39 H -4.4026 -1.9109 1.7636  0.08
40 H -6.1684 -2.1564 0.2919  0.08
41 H -4.4519 -0.1012 -2.2066  0.12
42 H -2.4548 1.2397 -1.4179  0.11
43 H 1.1660 4.3654 -0.9575  0.16


#Q
A single C15H22N2O4 molecule. Source: the OMol25 dataset; level of theory: wB97M-V/def2-TZVPD.

Calculated values
Structure (SMILES): CC[C@H](C)[C@H](N)C(=O)N[C@@H](Cc1ccc(O)cc1)C(=O)O
Gap between HOMO and LUMO in eV: 9.04
Molecular weight in g/mol: 294.35

Last column: Löwdin charge in e.
Element x y z (Å)
1 C -3.2508 0.4974 3.8691  -0.12
2 C -3.4038 0.2610 2.3734  -0.21
3 C -2.0410 -0.2488 1.8249  -0.39
4 C -0.9724 0.7452 2.1556  -0.07
5 C -2.0998 -0.9435 0.4050  -0.25
6 N -3.0085 -2.2079 0.4033  0.04
7 C -0.6928 -1.4942 0.0479  -0.44
8 O 0.0080 -2.3507 0.5499  0.07
9 N -0.4060 -1.0756 -1.3056  0.07
10 C -0.5075 0.2537 -2.0044  -0.19
11 C 0.4725 1.2818 -1.3044  -0.08
12 C 2.0092 0.9127 -1.1447  -0.19
13 C 3.0083 1.4632 -2.0884  0.01
14 C 4.3532 1.1358 -1.9588  -0.01
15 C 4.7137 0.3666 -0.8694  -0.35
16 O 5.9780 0.1739 -0.5361  0.06
17 C 3.6970 -0.2367 -0.0856  -0.01
18 C 2.3733 0.1196 -0.1413  -0.09
19 C -0.1626 0.0557 -3.5318  -0.43
20 O -0.1501 0.8004 -4.4573  0.13
21 O -0.1228 -1.3320 -3.7719  0.03
22 H -2.5425 -0.1527 4.4593  0.10
23 H -4.0633 0.3547 4.5165  0.05
24 H -2.7285 1.4258 3.9856  0.05
25 H -4.2394 -0.3980 2.0685  0.11
26 H -3.5139 1.2042 1.8204  0.11
27 H -1.7902 -1.2124 2.4265  0.15
28 H -0.0530 0.1952 2.6770  0.13
29 H -0.6584 1.1120 1.1421  0.05
30 H -1.2488 1.5938 2.8177  0.08
31 H -2.4482 -0.1216 -0.3365  0.15
32 H -3.2096 -2.5896 -0.5793  0.10
33 H -2.4872 -2.9152 1.0030  0.09
34 H 0.3596 -1.7034 -1.7845  0.18
35 H -1.5032 0.8098 -2.1292  0.17
36 H 0.4406 2.3334 -1.7872  0.14
37 H 0.0018 1.4443 -0.3267  0.06
38 H 2.5384 2.1702 -2.7319  0.09
39 H 5.0971 1.4363 -2.6103  0.09
40 H 6.0534 -0.6669 -0.0168  0.14
41 H 3.9513 -0.8995 0.7784  0.13
42 H 1.7909 -0.0946 0.7209  0.10
43 H 0.4579 -1.5030 -4.5430  0.13


Going by the computed energies, the most stable comes first: #Q, #P.